Entry 1:
DFT (ωB97M-V/def2-TZVPD) results for C37H55AsN2O8ReSSe as an isolated structure.

```
106
Properties=species:S:1:pos:R:3:mulliken_charge:R:1
Re 1.58245 -0.54332 0.69825 2.6966
C -3.93152 -4.41023 -2.60145 -1.6899
C -4.36455 -3.34014 -1.59053 2.1454
C -4.91952 -2.12469 -2.34620 -1.6528
C -5.48320 -3.91970 -0.72470 -2.1522
C -3.15793 -2.90549 -0.76018 -0.5048
C -2.03394 -2.39376 -1.39293 -0.7939
C -0.94921 -1.98639 -0.63858 0.1462
Se 0.58367 -1.21664 -1.49058 0.4166
C -0.07598 0.57682 -1.71225 0.2691
C -0.37856 1.04762 -2.97399 -0.9021
C -0.82695 2.35298 -3.12895 -0.3361
C -0.95764 3.12367 -1.97656 -0.1789
C -0.65107 2.67895 -0.69184 -0.8954
C -0.17689 1.36440 -0.56158 0.5520
O 0.16694 0.85428 0.63592 0.2110
C -0.78683 3.59210 0.52950 2.4907
C -1.33000 4.97229 0.15317 -2.4436
C 0.59014 3.80220 1.17723 -1.4190
C -1.76072 2.97450 1.54517 -1.5089
C -1.14657 2.87943 -4.52643 2.2255
C -2.36920 2.13334 -5.07735 -1.6495
C 0.05688 2.63333 -5.44993 -1.7008
C -1.45204 4.37726 -4.52063 -2.1563
C -0.90860 -2.08781 0.75331 0.8711
O 0.19399 -1.73547 1.43631 -1.2515
C -2.04517 -2.58310 1.41791 -1.1275
C -3.12623 -2.97444 0.63307 -0.0069
C -2.08601 -2.66680 2.94439 2.7378
C -1.83035 -1.27399 3.54115 -1.4371
C -1.03061 -3.66963 3.43296 -1.6342
C -3.44473 -3.14085 3.46803 -2.4188
H -4.79444 -4.76177 -3.17095 0.4693
H -3.48262 -5.26621 -2.09486 0.3602
H -3.20139 -4.01994 -3.31150 0.3124
H -5.78592 -2.41367 -2.94534 0.4498
H -4.17483 -1.69711 -3.01916 0.3436
H -5.22868 -1.34298 -1.65003 0.3489
H -6.31306 -4.22579 -1.36379 0.4399
H -5.86691 -3.18529 -0.01414 0.3873
H -5.15116 -4.79725 -0.16656 0.4149
H -1.99836 -2.29141 -2.47094 0.5336
H -0.24826 0.39711 -3.82997 0.5418
H -1.30287 4.13949 -2.08471 0.4882
H -0.66487 5.50261 -0.53096 0.4538
H -1.42039 5.57553 1.05849 0.4487
H -2.31973 4.91013 -0.30263 0.4404
H 1.27906 4.27400 0.47406 0.3329
H 1.01696 2.85307 1.49246 -0.0116
H 0.49184 4.44865 2.05276 0.5350
H -2.76172 2.90030 1.11468 0.3406
H -1.82252 3.61225 2.43087 0.4823
H -1.44754 1.98010 1.85376 0.0016
H -2.21027 1.05384 -5.06479 0.3395
H -2.56676 2.43271 -6.10941 0.4423
H -3.25818 2.34910 -4.48158 0.3421
H 0.17301 1.57470 -5.68669 0.3520
H 0.98357 2.97618 -4.98767 0.3295
H -0.07831 3.16609 -6.39342 0.4600
H -2.33517 4.61067 -3.92305 0.3848
H -1.64905 4.71023 -5.54097 0.4554
H -0.61153 4.95752 -4.13501 0.4183
H -3.99673 -3.35976 1.13912 0.5805
H -0.88260 -0.85496 3.20636 -0.0764
H -1.82142 -1.33640 4.63213 0.4845
H -2.62532 -0.58466 3.24845 0.3356
H -0.04602 -3.43935 3.03389 0.0737
H -1.29608 -4.68113 3.11920 0.4243
H -0.97538 -3.65725 4.52452 0.4035
H -4.25477 -2.47582 3.16304 0.4404
H -3.41762 -3.15014 4.55911 0.4535
H -3.68247 -4.15358 3.13718 0.4528
O 5.23662 -2.64700 -1.03302 -0.6439
As 4.76907 -1.76633 0.39315 0.7602
O 5.38063 -2.36335 1.77857 -0.8051
O 3.05615 -1.86615 0.36265 -0.6017
C 5.60889 -0.03220 0.11596 -0.2171
C 6.80140 0.10779 0.81198 -0.5305
C 7.60168 1.22857 0.60149 -0.6265
C 7.21856 2.20440 -0.29890 -0.5529
C 6.01355 2.08486 -0.98565 -0.5575
C 5.22617 0.97136 -0.77295 -0.1107
S 3.62921 0.87407 -1.51483 1.5244
O 3.53407 -0.40802 -2.17804 -0.7169
O 3.38820 2.05783 -2.27623 -0.7028
O 2.78398 0.86822 -0.24667 -0.9649
H 4.72106 -2.30600 -1.78094 0.4114
H 7.09196 -0.66799 1.50879 0.5959
H 8.53114 1.32945 1.14646 0.4105
H 7.84662 3.06999 -0.46276 0.4053
H 5.67198 2.85002 -1.66907 0.5757
N 2.60809 0.55992 2.33734 -0.8187
C 2.03856 0.73478 3.70368 -0.4291
C 2.38251 -0.38612 4.66511 -1.1374
C 1.75122 -1.72159 4.30638 0.0513
N 2.20949 -2.13455 2.99095 -0.4511
H 3.53533 0.14075 2.39833 0.1462
H 2.73252 1.47296 1.90456 0.3785
H 0.95563 0.83927 3.60686 0.2159
H 2.42678 1.67620 4.09983 0.5154
H 2.04797 -0.08333 5.66071 0.4203
H 3.47336 -0.48545 4.72336 0.3188
H 0.66751 -1.58801 4.24626 -0.0492
H 1.93793 -2.44673 5.11014 0.3423
H 1.71800 -2.94357 2.63379 0.3676
H 3.20259 -2.34457 2.94903 0.3651
```

ΔE to the lowest compared entry with this formula, charge and spin in kJ/mol: 27.7
Spin multiplicity: 4
⟨S²⟩: 3.765
Maximum force in eV/Å: 0.77
E_HOMO (alpha / beta) in eV: -7.679 / -8.099
Gap between HOMO and LUMO (alpha / beta) in eV: 8.002 / 7.679
Total charge: 0



Entry 2:
DFT (ωB97M-V/def2-TZVPD) results for C37H55F5N7O5Si2SnTe2 as an isolated structure.

```
114
Properties=species:S:1:pos:R:3:mulliken_charge:R:1
Sn 0.14373 0.56350 -1.11605 2.4395
C -3.18413 -2.32249 1.03739 -0.7258
O -1.86290 -2.93765 1.17293 -0.4032
C -1.02450 -2.02319 1.52486 0.8530
N -1.51161 -0.80665 1.65960 0.5716
C -2.91373 -0.81479 1.09587 0.5283
C -3.91224 -0.03517 1.89836 -0.1175
C -4.59259 1.01865 1.30149 -0.0908
C -5.50476 1.76366 2.03709 -0.8049
C -5.73517 1.45634 3.37036 -0.6518
C -5.06740 0.39227 3.96748 -0.9981
C -4.16331 -0.35652 3.23082 -0.2472
C 0.37327 -2.44202 1.73270 -0.7503
C 0.71985 -3.70488 2.18178 -0.7810
C 2.07765 -3.96637 2.35417 -1.0022
C 3.00394 -2.98418 2.03409 -0.5958
C 2.53644 -1.77082 1.53290 0.1448
N 1.24711 -1.50074 1.41023 0.8286
C 3.44043 -0.72574 1.00704 -0.3482
N 3.11444 0.05845 0.06365 0.3072
C 4.34672 0.80196 -0.27829 0.0923
C 5.28043 0.49949 0.90799 -0.6199
O 4.66848 -0.67930 1.52008 -0.3880
C 4.13937 2.26826 -0.55921 -0.3070
C 5.23710 3.03207 -0.95126 -0.5598
C 5.08732 4.37868 -1.23817 -0.7062
C 3.83543 4.97664 -1.15116 -0.6323
C 2.73937 4.22259 -0.76502 -0.8875
C 2.89283 2.87393 -0.46480 1.1640
H -3.78392 -2.68485 1.86898 0.4289
H -3.59753 -2.64767 0.08797 0.3389
H -2.83634 -0.41459 0.08382 0.2512
H -4.40865 1.26187 0.26042 0.5834
H -6.03980 2.57826 1.56806 0.5061
H -6.45068 2.03214 3.94172 0.4614
H -5.26824 0.13791 4.99961 0.4718
H -3.65720 -1.19399 3.70129 0.4174
H -0.03612 -4.44546 2.40361 0.6710
H 2.40572 -4.92881 2.72318 0.5112
H 4.06665 -3.15019 2.14455 0.6602
H 4.74342 0.33306 -1.18617 0.4642
H 5.28015 1.29464 1.65346 0.3753
H 6.29826 0.24435 0.63138 0.3504
H 6.21670 2.57477 -1.03838 0.4585
H 5.94758 4.96228 -1.53659 0.4193
H 3.71857 6.02565 -1.38633 0.4436
H 1.76111 4.68198 -0.69754 0.5372
H 2.03281 2.29673 -0.14246 -0.4252
N 1.34372 -0.61107 -2.72653 -0.4926
C 0.52618 -1.71966 -3.30407 0.4333
C 0.09312 -1.35149 -4.72834 -0.6383
C -0.66010 -2.44516 -5.48503 -0.2726
C -1.06680 -1.97932 -6.88310 -1.6118
N -1.99784 -0.84899 -6.88979 -0.0271
C -3.31478 -0.93987 -6.73644 0.9003
N -4.05267 0.16698 -6.66866 -0.3754
N -3.91039 -2.12927 -6.65221 -0.3514
C -0.63900 -2.05563 -2.34431 -0.0415
O -1.43426 -2.91738 -2.61039 -0.6622
O -0.64977 -1.36733 -1.21334 -0.5651
H 1.72403 -0.01481 -3.45732 0.2754
H 2.13495 -0.97672 -2.20054 0.2367
H 1.13509 -2.62618 -3.35446 0.5853
H 1.00815 -1.12079 -5.28617 0.4739
H -0.49791 -0.43817 -4.69271 -0.0451
H -1.52755 -2.78047 -4.91707 0.3178
H -0.01031 -3.31422 -5.61246 0.3483
H -1.50107 -2.79498 -7.46255 0.5125
H -0.19033 -1.65744 -7.44493 0.4439
H -1.61231 0.08003 -6.94465 0.2249
H -3.62304 1.07660 -6.66501 0.1448
H -5.05529 0.12555 -6.60825 0.2042
H -3.39344 -2.97969 -6.78955 0.1939
H -4.91355 -2.20052 -6.63461 0.2115
C 0.32914 2.03676 6.63888 -1.0008
Si 0.72292 0.39508 5.86255 0.0984
C 2.45497 0.27624 5.17570 -0.9230
C 0.30913 -0.96671 7.05601 -1.1986
C -0.42646 -0.07554 4.36873 -0.1716
Te -0.42334 0.82766 2.46680 -0.5207
C -1.95995 2.19334 2.74107 -0.1060
Si -1.19383 3.94806 3.12205 0.3815
C -1.70612 5.01431 1.69432 -0.9690
C 0.67238 3.71835 3.11513 -1.0480
C -1.85051 4.49055 4.77862 -1.1551
H 0.78285 2.02959 7.63395 0.4713
H -0.74507 2.16875 6.78485 0.3575
H 0.72187 2.90746 6.12272 0.2956
H 3.18324 0.71176 5.86180 0.5283
H 2.56040 0.80537 4.22206 0.1608
H 2.73755 -0.76786 5.02018 0.2914
H 0.95763 -0.89396 7.93228 0.3596
H 0.44482 -1.96299 6.63152 0.3565
H -0.72026 -0.88186 7.41023 0.3538
H -1.47871 -0.10405 4.66177 0.5942
H -0.11221 -1.09707 4.12825 -0.0667
H -2.63588 1.81743 3.50932 0.4877
H -2.49902 2.28038 1.79514 0.1084
H -1.52850 4.52302 0.73412 0.1434
H -1.15215 5.95547 1.69790 0.4042
H -2.76798 5.26184 1.75599 0.3549
H 1.00940 2.87849 3.72925 0.1554
H 1.15670 4.60354 3.53448 0.5361
H 1.07371 3.59376 2.10000 0.2268
H -2.44806 3.71932 5.26739 0.3415
H -2.48723 5.36970 4.66688 0.4145
H -1.03821 4.76190 5.45422 0.3920
F -1.80069 0.49233 -3.08849 -0.8894
Te -1.66565 2.40007 -3.30233 2.0395
F -3.49561 2.48356 -3.55265 -0.4213
F -1.62450 1.96774 -5.12567 -0.4498
F 0.20149 1.99567 -3.42708 -0.5517
F -1.35930 4.13158 -3.82301 -0.3281
O -1.55326 2.54962 -1.52807 -0.7135
```

ΔE to the lowest compared entry with this formula, charge and spin in kJ/mol: 95.6
Spin multiplicity: 1
Maximum force in eV/Å: 0.56
E_HOMO in eV: -15.119
Gap between HOMO and LUMO in eV: 7.131
Total charge: +3